one:
Molecular formula: C4H8NS
Method: DFT, ωB97M-V with the def2-TZVPD basis set

Geometry (Å):
1 H -1.566 -1.066 -1.486
2 H -0.652 -2.289 -0.569
3 C 1.882 1.005 -0.577
4 H -1.503 0.757 1.577
5 H -2.277 -1.408 0.023
6 C -1.262 -1.272 -0.454
7 H 1.610 1.865 -0.080
8 H 0.778 -0.949 -1.382
9 C -0.501 0.533 1.068
10 N -0.368 -0.264 0.080
11 H 0.492 0.822 1.488
12 S 2.386 -0.304 0.553
13 H 2.535 1.087 -1.485
14 C 0.999 -0.314 -0.556

## Properties
Charge ... +1
Structure (SMILES) ... C=[N+](C)[C@H]1CS1
HOMO level ... -13.92 eV

Atom charges from the Löwdin analysis, given in e for atoms 1 to 4: number 1, H, carries 0.11; number 2, H, carries 0.17; number 3, C, carries -0.32; number 4, H, carries 0.16

two:
Molecular formula: C4H8NS
Method: DFT, ωB97M-V with the def2-TZVPD basis set

Geometry (Å):
1 C -0.782 -0.648 -1.275
2 C -1.115 0.649 -1.124
3 H -0.162 1.954 2.241
4 H -0.641 0.373 2.127
5 C 0.116 -0.798 -0.219
6 N 1.632 -1.231 -0.264
7 H -1.588 1.324 -1.824
8 S 0.135 1.131 0.074
9 H 2.145 -0.775 0.422
10 H 1.731 -2.220 0.019
11 H -1.007 -1.400 -1.974
12 H -1.709 1.632 1.407
13 H 1.952 -1.293 -1.251
14 C -0.708 1.300 1.642

## Properties
Charge ... +1
HOMO level ... -11.93 eV

Atom charges from the Löwdin analysis, given in e for atoms 1 to 4: number 1, C, carries -0.19; number 2, C, carries -0.29; number 3, H, carries 0.03; number 4, H, carries 0.04

It comes down to one, which is 45.0 kcal/mol more stable than the next structure.

one:
Molecular formula: C7H12N3
Method: DFT, ωB97M-V with the def2-TZVPD basis set

Geometry (Å):
1 N -0.002 -2.998 -1.551
2 H 1.774 -0.359 1.633
3 N 0.071 -2.059 -0.585
4 H -0.201 2.818 1.218
5 C -0.826 -1.117 -0.276
6 H 1.584 1.969 -1.809
7 H 0.897 -3.292 -1.934
8 C -0.565 1.956 0.715
9 H -1.980 0.669 1.705
10 N 0.638 1.865 -1.347
11 H -1.336 2.232 -0.113
12 C 1.175 -1.989 0.213
13 H -0.879 -3.108 -2.049
14 C 1.066 -0.819 0.926
15 H 2.026 -2.675 0.086
16 H 1.613 1.355 0.273
17 H -0.095 2.167 -1.895
18 C -0.222 -0.254 0.626
19 H -0.578 0.756 2.541
20 C -0.917 0.707 1.490
21 C 0.540 1.462 -0.066
22 H -1.870 -1.118 -0.735

## Properties
Charge ... +1
HOMO level ... -12.18 eV

Atom charges from the Löwdin analysis, given in e for atoms 1 to 4: number 1, N, carries 0.12; number 2, H, carries 0.14; number 3, N, carries -0.18; number 4, H, carries 0.12

two:
Molecular formula: C7H12N3
Method: DFT, ωB97M-V with the def2-TZVPD basis set

Geometry (Å):
1 H 0.801 -1.716 -0.393
2 C -0.566 0.401 0.147
3 C -1.011 1.195 -1.017
4 N -0.703 -2.118 -0.118
5 H -0.301 1.654 -1.589
6 C 0.929 0.288 0.201
7 H -1.846 0.833 -1.656
8 N 3.056 0.614 0.149
9 H 1.702 2.228 0.594
10 C 1.861 1.222 0.364
11 H -0.610 -1.030 1.577
12 H 3.552 -1.400 -0.550
13 H -2.243 -0.997 0.553
14 H -0.621 -2.990 0.349
15 H -1.338 -2.338 -0.930
16 H 4.054 1.023 0.038
17 H -0.551 2.450 0.638
18 C 2.854 -0.656 -0.235
19 C -1.252 1.667 0.453
20 C -1.191 -0.929 0.673
21 H -2.141 1.472 0.803
22 N 1.523 -0.866 -0.260

## Properties
Charge ... +1
Structure (SMILES) ... NCC1(c2c[nH+]c[nH]2)CC1
HOMO level ... -13.28 eV

Atom charges from the Löwdin analysis, given in e for atoms 1 to 4: number 1, H, carries 0.15; number 2, C, carries -0.40; number 3, C, carries -0.02; number 4, N, carries -0.01

It comes down to two, which is 41.0 kcal/mol more stable than the next structure.

one:
Molecular formula: C7H12N3
Method: DFT, ωB97M-V with the def2-TZVPD basis set

Geometry (Å):
1 H 0.348 -2.839 -0.912
2 N 0.022 2.469 -0.603
3 C 1.786 -1.599 -1.244
4 C -0.887 2.048 0.244
5 H 2.040 2.125 -0.924
6 H -2.386 1.013 2.587
7 H 1.841 0.421 1.144
8 H -1.487 -1.448 -1.055
9 C -0.566 -1.042 -1.611
10 H 2.054 -0.599 -1.514
11 N -0.194 1.176 1.078
12 H -2.229 -0.802 2.805
13 H 2.587 -2.385 -1.052
14 H -1.955 2.211 0.230
15 C 1.149 1.085 0.683
16 C 1.198 2.042 -0.310
17 H -0.198 -0.875 1.346
18 C -0.801 -0.024 1.588
19 C -1.773 0.146 2.523
20 H -0.578 -1.064 -2.700
21 N 0.566 -1.922 -1.107
22 H -0.536 -0.138 -1.196

## Properties
Charge ... +1
HOMO level ... -12.29 eV

Atom charges from the Löwdin analysis, given in e for atoms 1 to 4: number 1, H, carries 0.13; number 2, N, carries 0.05; number 3, C, carries 0.18; number 4, C, carries -0.10

two:
Molecular formula: C7H12N3
Method: DFT, ωB97M-V with the def2-TZVPD basis set

Geometry (Å):
1 H -1.733 -0.907 1.627
2 C -0.082 -0.259 -2.405
3 H 2.252 1.496 0.304
4 C -0.393 0.787 2.123
5 H 2.092 -1.490 -0.312
6 N -0.694 -0.207 -0.210
7 H 0.766 -2.564 -0.054
8 C 0.173 -0.785 -1.113
9 H -1.741 0.894 -2.994
10 C 1.144 -1.853 -0.687
11 H 0.344 -0.317 -3.389
12 N 1.363 1.022 0.552
13 H -2.265 1.067 -0.506
14 H 1.155 2.404 2.171
15 H 0.072 -1.174 1.461
16 H 0.027 0.614 3.166
17 C -1.544 0.501 -0.944
18 C 0.828 1.512 1.543
19 H -1.301 1.545 2.215
20 N -1.125 0.562 -2.231
21 C -0.747 -0.487 1.283
22 H 1.410 -2.362 -1.599

## Properties
Charge ... +1
Structure (SMILES) ... [H]/N=C/CCn1c[nH+]cc1C
HOMO level ... -13.07 eV

Atom charges from the Löwdin analysis, given in e for atoms 1 to 4: number 1, H, carries 0.15; number 2, C, carries 0.01; number 3, H, carries 0.10; number 4, C, carries -0.15

It comes down to two, which is 66.4 kcal/mol more stable than the next structure.

one:
Molecular formula: CH12O5
Method: DFT, ωB97M-V with the def2-TZVPD basis set

Geometry (Å):
1 H 0.667 -1.707 0.981
2 H 3.681 -3.397 0.111
3 C -0.075 -1.571 0.195
4 H 1.056 1.394 1.033
5 H 3.457 -2.162 -0.735
6 H -3.051 2.201 2.649
7 O 1.350 2.210 0.627
8 H -0.794 -2.387 0.123
9 H -2.336 2.080 1.320
10 H -1.665 -0.528 0.452
11 H -0.604 1.064 -2.038
12 O 3.610 -3.105 -0.797
13 O -3.176 1.908 1.746
14 O -0.755 1.643 -2.785
15 H 0.516 -1.656 -0.717
16 O -0.726 -0.351 0.360
17 H -1.705 1.751 -2.817
18 H 0.549 2.614 0.292

## Properties
Structure (SMILES) ... CO.O.O.O.O
HOMO level ... -11.13 eV

Atom charges from the Löwdin analysis, given in e for atoms 1 to 4: number 1, H, carries 0.08; number 2, H, carries 0.03; number 3, C, carries -0.17; number 4, H, carries 0.01

two:
Molecular formula: CH12O5
Method: DFT, ωB97M-V with the def2-TZVPD basis set

Geometry (Å):
1 H 1.194 1.383 -2.011
2 C -0.699 -1.754 0.318
3 O -0.124 1.013 0.406
4 O -0.045 3.085 0.553
5 H 0.136 0.814 -0.494
6 H -1.594 -1.168 0.110
7 H 1.345 -0.852 0.865
8 H 0.413 0.095 -2.167
9 H -1.041 -3.143 1.616
10 H -0.067 2.160 0.799
11 O -1.044 -3.070 0.659
12 O 1.767 -0.579 0.051
13 H -0.215 -1.333 1.200
14 H -0.792 3.195 -0.035
15 H -1.050 0.774 0.447
16 H 1.297 0.213 -0.210
17 O 0.558 0.824 -1.564
18 H -0.041 -1.658 -0.545

## Properties
HOMO level ... -9.41 eV

Atom charges from the Löwdin analysis, given in e for atoms 1 to 4: number 1, H, carries 0.15; number 2, C, carries -0.18; number 3, O, carries -0.03; number 4, O, carries -0.08

It comes down to one, which is 91.4 kcal/mol more stable than the next structure.

one:
Molecular formula: H22NO9
Method: DFT, ωB97M-V with the def2-TZVPD basis set

Geometry (Å):
1 H -4.850 -0.846 5.460
2 H 3.003 4.956 -2.584
3 H 3.414 4.271 -3.870
4 H -3.937 -3.013 0.240
5 H -3.461 -2.959 -4.472
6 O -4.210 -2.850 1.142
7 O 2.567 -1.365 3.782
8 O 3.403 4.200 2.850
9 H 4.057 4.781 2.462
10 O 1.607 -3.202 -2.346
11 O -3.248 -2.066 -4.199
12 N 0.042 1.027 -0.498
13 H 0.257 0.209 -1.050
14 H 1.530 -3.432 -3.272
15 H -0.868 1.381 -0.757
16 H -4.760 3.378 -1.500
17 O 2.962 4.116 -3.041
18 H 0.033 0.857 0.497
19 O 5.574 -1.517 -0.122
20 H 0.781 1.654 -0.783
21 O -3.923 -0.914 5.232
22 H -4.888 2.419 -2.665
23 H -3.921 -1.165 4.308
24 H -4.000 -1.544 -4.479
25 H 6.005 -2.328 0.150
26 H -4.447 -3.713 1.481
27 H 3.200 -0.835 4.267
28 O -4.257 2.760 -2.031
29 H 3.915 3.556 3.341
30 H 4.645 -1.670 0.049
31 H 1.279 -3.971 -1.880
32 H 2.495 -2.174 4.288

## Properties
Charge ... +1
HOMO level ... -13.20 eV

Atom charges from the Löwdin analysis, given in e for atoms 1 to 4: number 1, H, carries 0.03; number 2, H, carries 0.03; number 3, H, carries 0.03; number 4, H, carries 0.02

two:
Molecular formula: H22NO9
Method: DFT, ωB97M-V with the def2-TZVPD basis set

Geometry (Å):
1 O -2.028 0.849 -2.654
2 H 3.705 1.211 0.192
3 O 1.023 2.733 -1.703
4 H 1.241 3.428 -1.003
5 O -2.132 1.320 1.961
6 H -2.751 -2.459 -2.093
7 H 1.637 -2.587 -0.534
8 H 1.963 -3.390 -1.737
9 H 1.061 0.553 3.430
10 H 0.511 -0.192 0.857
11 O 0.729 -0.361 3.304
12 H -1.798 3.817 -1.052
13 N 0.293 -0.017 -0.138
14 H -1.537 3.301 0.241
15 H 1.096 -3.221 1.838
16 H 1.638 2.580 -2.417
17 H -0.161 -0.703 -0.704
18 H -0.284 0.817 0.085
19 O 1.811 -2.460 -1.331
20 H 0.128 -0.462 4.160
21 H -2.845 0.832 -2.530
22 O -2.010 2.983 -0.582
23 O 3.390 0.340 0.639
24 H -1.658 1.586 -2.357
25 H 1.170 0.356 -0.385
26 H 3.767 0.370 1.528
27 H -1.473 -3.188 -1.763
28 O 0.491 -3.178 1.081
29 H 0.282 -4.043 1.045
30 H -2.124 0.654 2.626
31 H -2.868 1.135 1.359
32 O -2.265 -2.604 -1.364

## Properties
Charge ... +1
HOMO level ... -14.06 eV

Atom charges from the Löwdin analysis, given in e for atoms 1 to 4: number 1, O, carries 0.10; number 2, H, carries 0.10; number 3, O, carries -0.08; number 4, H, carries 0.09

three:
Molecular formula: H22NO9
Method: DFT, ωB97M-V with the def2-TZVPD basis set

Geometry (Å):
1 H 3.092 3.245 -0.781
2 H -0.826 -0.807 0.061
3 O -3.927 -1.063 -1.948
4 H 1.553 2.583 -0.513
5 H -2.159 1.152 -2.437
6 H -2.153 1.092 1.685
7 H -3.398 -0.506 -1.394
8 N 0.202 -0.903 -0.266
9 O 3.209 0.151 -0.043
10 O 2.421 2.566 -1.078
11 H -2.543 1.710 -0.942
12 O -1.173 -2.781 1.788
13 H 0.358 -0.668 -1.092
14 H -0.714 1.176 1.856
15 H 2.222 0.016 2.002
16 O 0.483 -2.978 -2.489
17 H 0.932 3.448 1.803
18 O -2.000 1.076 -1.452
19 O -1.417 0.559 1.970
20 O 0.618 2.685 1.080
21 H -0.047 3.089 0.579
22 H -1.484 -3.699 2.005
23 H 1.431 -0.468 3.184
24 H 2.924 1.018 -0.313
25 H -3.988 -1.024 -2.899
26 H 0.580 -1.857 -0.142
27 H 1.338 -3.336 -2.587
28 H 0.437 -0.102 0.207
29 H -1.799 -2.226 1.613
30 H -0.046 -3.780 -2.384
31 H 4.274 0.348 0.238
32 O 1.615 0.286 2.700

## Properties
Charge ... +1
HOMO level ... -14.11 eV

Atom charges from the Löwdin analysis, given in e for atoms 1 to 4: number 1, H, carries 0.09; number 2, H, carries 0.16; number 3, O, carries -0.05; number 4, H, carries 0.05

It comes down to one, which is 29.2 kcal/mol more stable than the next structure.

one:
Molecular formula: CH2O3S
Method: DFT, ωB97M-V with the def2-TZVPD basis set

Geometry (Å):
1 O 0.381 -1.010 0.038
2 O 0.835 1.027 0.995
3 H 1.553 0.427 1.192
4 O -1.364 -0.690 -1.864
5 C -0.120 0.270 0.362
6 H -1.247 0.216 0.700
7 S -0.038 -0.240 -1.423

## Properties
HOMO level ... -9.81 eV

Atom charges from the Löwdin analysis, given in e for atoms 1 to 4: number 1, O, carries -0.30; number 2, O, carries 0.02; number 3, H, carries 0.10; number 4, O, carries -0.49

two:
Molecular formula: CH2O3S
Method: DFT, ωB97M-V with the def2-TZVPD basis set

Geometry (Å):
1 O -0.367 1.579 0.147
2 H -1.126 -0.032 -0.677
3 S 1.235 -0.947 -0.188
4 O 0.986 -1.908 -1.220
5 C -0.255 0.194 -0.077
6 H -0.375 1.887 1.083
7 O -0.097 -0.773 0.931

## Properties
HOMO level ... -9.81 eV

Atom charges from the Löwdin analysis, given in e for atoms 1 to 4: number 1, O, carries -0.02; number 2, H, carries 0.13; number 3, S, carries 1.04; number 4, O, carries -0.48

three:
Molecular formula: CH2O3S
Method: DFT, ωB97M-V with the def2-TZVPD basis set

Geometry (Å):
1 O 1.588 -0.835 0.374
2 H 0.769 1.110 0.205
3 C 0.684 0.067 0.727
4 S 1.661 -0.642 2.088
5 O -0.968 -0.674 0.315
6 H -0.999 -0.500 -0.675
7 O 2.778 0.136 2.494

## Properties
HOMO level ... -10.84 eV

Atom charges from the Löwdin analysis, given in e for atoms 1 to 4: number 1, O, carries -0.26; number 2, H, carries 0.16; number 3, C, carries -0.37; number 4, S, carries 1.05

It comes down to one, which is 4.9 kcal/mol more stable than the next structure.